No. 1
C9H11F2N | wB97M-V/def2-TZVPD

For the LUMO energy, the calculation gives 0.87 eV. The energy above the lowest of the compared OMol25 structures with the same formula, charge and spin comes out at 60.5 kcal per mole. Its highest occupied orbital energy is -8.267 eV. The orbital gap comes out at 0.3360 Ha. The calculation puts the total energy at -603.89156 hartree.

CARTESIAN COORDINATES (ANGSTROEM)
C (-1.3507, 2.8355, -1.2834)
C (-1.4165, 2.7414, 0.0742)
C (-1.2066, 1.7061, -2.0833)
C (-1.2222, 1.4413, 0.6547)
C (-1.2531, 0.4577, -1.5171)
C (-1.2291, 0.3730, -0.1585)
C (1.4268, -2.4762, -0.1838)
C (0.6686, -1.2046, 1.8494)
C (-0.9496, -1.8270, 0.3261)
N (0.3498, -2.0536, 0.7332)
F (-1.9256, -2.0254, 1.3073)
F (-1.2433, -2.3523, -0.8567)
H (-1.5823, 3.6613, -1.8382)
H (-1.5707, 3.5366, 0.6804)
H (-1.1167, 1.9162, -3.1332)
H (-1.2079, 1.3805, 1.6884)
H (-1.2717, -0.5000, -2.0358)
H (1.6078, -2.0541, -1.1918)
H (2.4010, -2.2932, 0.2680)
H (1.3027, -3.5607, -0.4230)
H (0.5839, -0.1569, 1.4691)
H (0.0423, -1.4348, 2.6646)
H (1.6974, -1.5264, 2.3220)

Löwdin atomic charge list, values in e, 2 entries: -0.10, -0.05

No. 2
C9H11F3N | wB97M-V/def2-TZVPD

Its charge is +1. For the LUMO energy, the calculation gives -4.63 eV. The energy above the lowest of the compared OMol25 structures with the same formula, charge and spin comes out at 5.5 kcal per mole. Its highest occupied orbital energy is -13.273 eV. The orbital gap comes out at 0.3176 Ha. The calculation puts the total energy at -703.58483 hartree.

CARTESIAN COORDINATES (ANGSTROEM)
C (-2.2937, -1.4594, -0.9723)
C (-1.9161, -0.2771, -1.6078)
C (-1.8063, -1.8275, 0.2182)
C (-0.9754, 0.5312, -0.9915)
C (-0.9041, -0.9793, 0.8778)
C (-0.4060, 0.1851, 0.2017)
C (0.8047, 0.6052, 2.2487)
C (1.3226, 1.7658, 0.2315)
C (3.4836, -0.8028, -1.1036)
N (0.6126, 0.9404, 0.8182)
F (3.4876, -0.6214, 0.3140)
F (2.4848, -1.6475, -1.3500)
F (3.1401, 0.3908, -1.5553)
H (-3.0276, -2.0376, -1.3308)
H (-2.2450, -0.0545, -2.5834)
H (-2.2274, -2.6802, 0.6845)
H (-0.7383, 1.3107, -1.6719)
H (-0.5144, -1.3835, 1.9351)
H (1.4910, -0.3016, 2.4752)
H (1.4408, 1.4829, 2.7379)
H (-0.1471, 0.6186, 2.7836)
H (1.3729, 2.0304, -0.7701)
H (2.0510, 2.4703, 0.6782)
H (4.4928, -1.1486, -1.4951)

Löwdin atomic charge list, values in e, 2 entries: -0.05, -0.01

No. 3
C9H11FO | wB97M-V/def2-TZVPD

As for the SMILES: O/C=C1\C=CC=CC1.C=CF. For the LUMO energy, the calculation gives 0.39 eV. The energy above the lowest of the compared OMol25 structures with the same formula, charge and spin comes out at 71.0 kcal per mole. Its highest occupied orbital energy is -7.579 eV. The orbital gap comes out at 0.2927 Ha. The calculation puts the total energy at -524.50794 hartree.

CARTESIAN COORDINATES (ANGSTROEM)
C (2.9503, -0.3038, -0.7924)
C (2.5976, 1.0236, -0.7710)
C (2.1069, -1.3733, -0.3435)
C (1.2665, 1.4435, -0.1375)
C (1.1267, -1.0689, 0.5373)
C (0.5867, 0.3294, 0.5868)
C (-2.7078, 0.2199, -0.7510)
C (-0.5053, 0.5224, 1.3316)
C (-3.6397, -0.6383, -0.3494)
O (-1.0488, -0.2916, 2.2647)
F (-4.4802, -1.2758, -1.2167)
H (3.9348, -0.6275, -1.2331)
H (3.1673, 1.8657, -1.0865)
H (2.2846, -2.3952, -0.6129)
H (0.5987, 1.9375, -0.8385)
H (0.5725, -1.9156, 0.8700)
H (-2.0072, 0.8805, -0.3712)
H (1.5052, 2.1788, 0.6735)
H (-2.9381, 0.3906, -1.8360)
H (-0.9941, 1.4965, 1.3438)
H (-3.8156, -1.2180, 0.5611)
H (-0.5610, -1.1802, 2.1709)

Löwdin atomic charge list, values in e, 2 entries: -0.11, -0.06

No. 4
C9H11N2O3 | wB97M-V/def2-TZVPD

As for the SMILES: CC(C)(C)c1n[nH]cc(C(=O)[O-])c1=O. Its charge is -1. For the LUMO energy, the calculation gives 3.12 eV. The energy above the lowest of the compared OMol25 structures with the same formula, charge and spin comes out at 28.6 kcal per mole. Its highest occupied orbital energy is -4.413 eV. The orbital gap comes out at 0.2767 Ha. The calculation puts the total energy at -684.79131 hartree.

CARTESIAN COORDINATES (ANGSTROEM)
C (2.7894, -0.7201, 0.0833)
C (2.1358, -0.3479, 1.2269)
C (0.6807, 0.0252, 1.0706)
C (0.1588, -0.0919, -0.3182)
C (2.9982, -0.2440, 2.5038)
C (-1.7684, 1.6062, -0.0029)
C (-2.1666, -0.8515, 0.1755)
C (-1.6625, 0.2049, -2.0621)
C (-1.3719, 0.2653, -0.6161)
N (0.8582, -0.4772, -1.2984)
N (2.1018, -0.8076, -1.1186)
O (2.5539, 0.4153, 3.4526)
O (-0.0047, 0.4246, 2.0183)
O (4.1310, -0.8142, 2.3480)
H (3.9031, -0.9485, -0.0287)
H (-2.8673, 1.7812, 0.1960)
H (-1.1418, 1.5917, 0.9573)
H (-1.4351, 2.3292, -0.6301)
H (-3.2318, -0.6419, -0.1947)
H (-2.1831, -0.6573, 1.2704)
H (-1.7296, -1.8652, 0.0885)
H (-2.7755, 0.4450, -2.1838)
H (-1.3842, -0.7386, -2.3578)
H (-1.2274, 0.9795, -2.6251)
H (2.6389, -0.8623, -1.9546)

Löwdin atomic charge list, values in e, 2 entries: -0.02, -0.02

No. 5
C9H11N2S2 | wB97M-V/def2-TZVPD

Its charge is +1. For the LUMO energy, the calculation gives -4.57 eV. The energy above the lowest of the compared OMol25 structures with the same formula, charge and spin comes out at 78.3 kcal per mole. Its highest occupied orbital energy is -12.948 eV. The orbital gap comes out at 0.3077 Ha. The calculation puts the total energy at -1255.04067 hartree.

CARTESIAN COORDINATES (ANGSTROEM)
C (-1.1050, 1.6106, -2.6096)
C (0.1717, 2.0083, -2.3073)
C (-1.8396, 0.8282, -1.7382)
C (0.8100, 1.5468, -1.2153)
C (-1.2713, 0.4993, -0.4831)
C (0.0677, 0.8153, -0.3032)
C (0.7114, 0.3373, 1.0356)
C (-0.8328, -1.2057, 2.6298)
C (2.1140, -1.3658, -0.0063)
N (0.6146, -1.9508, 1.6020)
N (1.0668, -1.0719, 0.9186)
S (-0.3692, 0.4785, 2.5814)
S (-2.2189, -1.9568, 1.8437)
H (-1.2889, 1.9186, -3.6009)
H (0.8542, 2.5824, -2.8742)
H (-2.8340, 0.5771, -2.1310)
H (1.8147, 1.6924, -0.9262)
H (-1.7205, -0.0148, 0.2369)
H (1.5444, 0.8537, 1.2817)
H (-0.5214, -1.5492, 3.6912)
H (2.8160, -2.0966, 0.3980)
H (2.7046, -0.4706, -0.2596)
H (1.5670, -1.8061, -0.7772)
H (-2.8556, -2.2602, 3.0132)

Löwdin atomic charge list, values in e, 2 entries: -0.05, -0.07